DFT (wB97M-V/def2-TZVPD) results for 10 unconnected molecules or ions with the total composition C30H90O40P10.

Positions of all 170 atoms, in Å:
C1 -0.3778 0.1334 -2.1559
O1 -1.0836 0.0553 -0.9376
P1 -0.6919 -0.9785 0.2504
O2 -0.8795 -2.4269 -0.1337
O3 0.8535 -0.6688 0.5038
C2 1.4541 -1.4512 1.5222
O4 -1.4768 -0.3600 1.5573
C3 -1.6857 -1.2676 2.6857
H1 0.5410 -0.4536 -2.1467
H2 -0.1420 1.1773 -2.3627
H3 -0.9670 -0.2453 -2.9912
H4 1.7895 -0.8550 2.3708
H5 2.3266 -1.9616 1.1139
H6 0.8206 -2.2504 1.9068
H7 -1.2787 -2.2680 2.5427
H8 -2.7650 -1.3232 2.8278
H9 -1.3581 -0.8260 3.6269
C4 -4.7200 -6.7809 5.1687
O5 -4.7294 -5.3405 5.1748
P2 -3.4302 -4.5333 4.6925
O6 -3.1541 -4.6937 3.2318
O7 -2.1676 -4.9331 5.6704
C5 -1.0275 -4.1418 5.8386
O8 -3.7382 -3.0518 5.2854
C6 -4.8410 -2.3526 4.7615
H10 -3.7617 -7.1908 4.8490
H11 -5.4124 -7.1699 4.4225
H12 -4.9422 -7.0871 6.1903
H13 -1.0660 -3.7835 6.8673
H14 -0.9190 -3.3242 5.1260
H15 -0.1915 -4.8192 5.6642
H16 -5.6535 -2.1316 5.4541
H17 -5.3321 -2.8699 3.9367
H18 -4.5781 -1.3768 4.3525
C7 4.4513 -0.8986 3.8192
O9 4.1588 -1.3169 5.1566
P3 3.1461 -2.5938 5.4322
O10 1.7679 -2.3107 4.9810
O11 3.4154 -3.0105 6.9539
C8 2.4424 -3.7746 7.6521
O12 3.7806 -3.8251 4.6208
C9 5.1663 -4.2427 4.7024
H19 4.2618 -1.7190 3.1262
H20 5.5290 -0.7375 3.8317
H21 3.8427 -0.0492 3.5108
H22 2.3401 -3.2827 8.6193
H23 2.8044 -4.7970 7.7579
H24 1.4311 -3.7608 7.2457
H25 5.1903 -5.1989 5.2244
H26 5.7055 -3.4709 5.2515
H27 5.5582 -4.3494 3.6913
C10 1.2818 0.6806 -5.3744
O13 0.8860 -0.6992 -5.4498
P4 1.9840 -1.8516 -5.7263
O14 1.3682 -3.2104 -5.6404
O15 2.6763 -1.4698 -7.1804
C11 1.8490 -1.1183 -8.2694
O16 3.1269 -1.4486 -4.6431
C12 4.1048 -2.4161 -4.2829
H28 1.3677 0.9757 -4.3286
H29 0.5265 1.3234 -5.8259
H30 2.2508 0.8719 -5.8356
H31 2.3078 -0.2178 -8.6790
H32 0.8652 -0.6953 -8.0633
H33 1.7629 -1.9390 -8.9808
H34 3.9060 -2.8017 -3.2827
H35 5.0785 -1.9372 -4.1767
H36 4.2240 -3.2497 -4.9746
C13 1.0170 2.5012 1.2103
O17 1.7262 1.9963 0.1047
P5 3.3607 1.8828 0.0290
O18 4.0325 1.4249 1.2279
O19 3.5779 1.0529 -1.3373
C14 3.7423 -0.3667 -1.2399
O20 3.6977 3.4247 -0.3413
C15 5.0451 3.8696 -0.5562
H37 1.6900 2.5913 2.0637
H38 0.3306 1.7093 1.5103
H39 0.5383 3.4527 0.9814
H40 4.5873 -0.6928 -1.8470
H41 2.9778 -0.9665 -1.7347
H42 3.8659 -0.7197 -0.2165
H43 5.0911 4.6647 -1.3000
H44 5.7313 3.0990 -0.9082
H45 5.4426 4.2153 0.3980
C16 2.3479 3.7238 -3.0869
O21 2.3729 3.4261 -4.4783
P6 3.6630 3.8126 -5.3655
O22 3.6164 3.3066 -6.7594
O23 3.7555 5.4286 -5.2438
C17 4.8970 6.0744 -5.8309
O24 4.9403 3.2610 -4.4311
C18 5.4141 1.9001 -4.5396
H46 3.2447 4.2248 -2.7226
H47 2.2591 2.8179 -2.4882
H48 1.5365 4.3935 -2.8027
H49 5.1114 6.8057 -5.0514
H50 4.6385 6.6979 -6.6868
H51 5.7418 5.4380 -6.0924
H52 5.3894 1.4595 -3.5428
H53 6.4579 1.9054 -4.8531
H54 4.8098 1.2978 -5.2177
C19 -1.0230 6.1248 -2.1982
O25 -2.1655 5.4663 -2.7295
P7 -2.1378 3.8424 -2.7557
O26 -3.4770 3.2451 -3.0244
O27 -0.9529 3.4443 -3.8082
C20 -0.7763 4.0787 -5.0896
O28 -1.4821 3.4446 -1.3457
C21 -2.2148 3.5657 -0.1448
H55 -0.0809 5.5943 -2.3360
H56 -1.1303 6.2507 -1.1207
H57 -1.0421 7.0867 -2.7098
H58 -0.6311 3.4012 -5.9307
H59 0.1397 4.6626 -5.0001
H60 -1.6264 4.7344 -5.2778
H61 -2.3239 2.5838 0.3160
H62 -3.2168 3.9772 -0.2669
H63 -1.6763 4.1882 0.5698
C22 -1.6618 -3.1322 -3.5233
O29 -2.9295 -2.8536 -4.1488
P8 -2.9520 -1.8444 -5.4421
O30 -4.2055 -1.9533 -6.2182
O31 -2.6346 -0.4060 -4.8383
C23 -2.5172 0.7172 -5.6576
O32 -1.5509 -2.2057 -6.2300
C24 -1.5462 -3.4733 -6.8567
H64 -1.8214 -3.4915 -2.5068
H65 -0.9304 -2.3246 -3.5255
H66 -1.2222 -4.0023 -4.0117
H67 -3.2904 0.7474 -6.4263
H68 -1.6651 0.5698 -6.3227
H69 -2.4797 1.6424 -5.0841
H70 -2.5475 -3.9046 -6.8768
H71 -0.8874 -4.2163 -6.4079
H72 -1.2682 -3.3301 -7.9009
C25 -4.3787 -0.0387 -2.1480
O33 -4.3143 -1.3661 -1.6687
P9 -5.5931 -2.0064 -0.8456
O34 -6.9714 -1.5388 -1.2147
O35 -5.3474 -3.5772 -1.0425
C26 -4.1445 -4.2249 -0.5966
O36 -5.1231 -1.7823 0.7026
C27 -5.0861 -0.4845 1.3371
H73 -4.6977 0.1088 -3.1795
H74 -3.4393 0.4878 -1.9790
H75 -5.0591 0.5767 -1.5580
H76 -3.5672 -4.7596 -1.3509
H77 -4.3738 -4.9596 0.1752
H78 -3.4325 -3.5201 -0.1669
H79 -5.6153 0.2439 0.7223
H80 -4.0334 -0.2035 1.3679
H81 -5.5408 -0.4551 2.3270
C28 -1.3164 1.1826 6.0559
O37 -0.6474 1.9224 7.0576
P10 -1.4189 2.9060 8.1370
O38 -2.2196 3.9765 7.5133
O39 -0.1849 3.3654 9.1076
C29 0.7738 4.3104 8.7306
O40 -2.2521 1.9921 9.1205
C30 -3.5488 2.3751 9.5354
H82 -1.6412 0.1962 6.3867
H83 -0.7915 1.1147 5.1031
H84 -2.1949 1.7474 5.7410
H85 0.7879 4.4066 7.6446
H86 1.7212 3.9410 9.1224
H87 0.6312 5.3376 9.0667
H88 -4.1859 1.5039 9.6856
H89 -4.0870 3.0632 8.8838
H90 -3.4036 2.9076 10.4756

Forces on atoms 1 to 2 (eV/Å):
0.61 -0.12 -0.94
-0.22 -0.55 2.56

Energy above the lowest of the compared OMol25 structures with the same formula, charge and spin = 96.3 kcal per mole
Net charge = 0
SMILES string = COP(=O)(OC)OC.COP(=O)(OC)OC.COP(=O)(OC)OC.COP(=O)(OC)OC.COP(=O)(OC)OC.COP(=O)(OC)OC.COP(=O)(OC)OC.COP(=O)(OC)OC.COP(=O)(OC)OC.COP(=O)(OC)OC


DFT (wB97M-V/def2-TZVPD) results for 18 unconnected molecules or ions with the total composition C30H96N20O18.

Positions of all 164 atoms, in Å:
C1 -5.0420 -0.0365 -0.1935
C2 -4.8679 -0.5557 1.2112
O1 -4.0362 -1.6397 1.1559
H1 -4.0656 0.1999 -0.6166
H2 -5.6143 0.8900 -0.1483
H3 -5.5376 -0.8005 -0.7925
H4 -5.8006 -0.6909 1.7588
H5 -4.3670 0.1615 1.8614
H6 -3.1461 -1.3319 0.9701
C3 2.8767 -0.1549 3.6739
C4 2.4109 0.6345 4.9637
O2 3.4666 0.6526 5.8655
H7 2.0592 -0.2282 2.9568
H8 3.2121 -1.1613 3.9246
H9 3.6439 0.3298 3.0701
H10 1.7255 0.0117 5.5384
H11 1.9281 1.5713 4.6853
H12 3.2388 1.1657 6.6443
C5 0.6363 2.5927 -2.5906
C6 1.9830 1.9509 -2.8911
O3 2.2084 0.8706 -1.9750
H13 0.3495 3.2320 -3.4256
H14 0.8436 3.2483 -1.7448
H15 -0.1239 1.8369 -2.3930
H16 2.7861 2.6740 -2.7484
H17 1.9684 1.4859 -3.8768
H18 3.0185 0.4295 -2.2411
C7 4.6920 3.0001 0.0970
C8 3.1988 3.0449 0.5237
O4 3.0800 3.6223 1.7507
H19 4.7455 2.5204 -0.8804
H20 5.1742 2.3522 0.8290
H21 5.2660 3.9179 0.2239
H22 2.8021 2.0315 0.4623
H23 2.5849 3.5930 -0.1910
H24 2.1578 3.5462 2.0063
C9 -3.0688 -2.7204 -2.5198
O5 -2.7366 -1.5478 -2.6306
N1 -3.8807 -3.1930 -1.6223
N2 -2.6801 -3.6289 -3.2785
H25 -4.1738 -4.1244 -1.8804
H26 -4.1401 -2.6552 -0.8076
H27 -2.1607 -3.4552 -4.1271
H28 -2.8362 -4.6159 -3.1315
C10 -0.0306 3.3950 3.4354
O6 0.7008 2.9300 2.6661
N3 0.0057 4.6155 3.7937
N4 -0.6776 2.6390 4.2734
H29 0.6112 5.2699 3.3192
H30 -0.7763 4.8565 4.3858
H31 -0.6710 1.6620 4.0171
H32 -1.4250 3.0805 4.7897
C11 -0.9753 -2.3120 -6.7049
O7 -1.4433 -2.8219 -5.6830
N5 -1.5499 -1.3881 -7.3466
N6 0.1846 -2.6179 -7.2237
H33 -2.4547 -1.1028 -7.0003
H34 -0.9391 -0.8875 -7.9762
H35 0.5802 -1.9949 -7.9132
H36 0.8595 -3.1461 -6.6892
C12 -0.6605 0.0331 0.3195
O8 -1.4942 -0.3655 1.1323
N7 0.1455 0.9960 0.5543
N8 -0.5236 -0.4370 -0.8871
H37 0.1522 1.3915 1.4837
H38 0.8541 1.3010 -0.0976
H39 0.2845 -0.2635 -1.4674
H40 -1.2192 -1.0693 -1.2565
C13 3.7045 5.3393 4.9466
O9 3.6629 6.0516 5.9234
N9 3.8795 5.7228 3.6973
N10 3.6966 4.0237 4.9488
H41 4.1489 6.6961 3.7147
H42 3.8122 5.1774 2.8499
H43 3.6225 3.5329 4.0691
H44 3.4851 3.5303 5.8043
C14 -0.1030 5.7189 0.0109
O10 0.7718 6.1483 0.7390
N11 -0.7342 6.3177 -0.9146
N12 -0.3680 4.4666 0.1527
H45 -0.6310 7.2788 -1.2074
H46 -1.5229 5.8308 -1.3158
H47 -1.1598 4.0067 -0.2735
H48 0.2382 4.0237 0.8283
C15 -7.4050 -3.1867 2.7059
O11 -7.9776 -2.1132 2.6362
N13 -6.2135 -3.3804 2.2499
N14 -7.7966 -4.3030 3.2601
H49 -5.7662 -2.6074 1.7782
H50 -5.9208 -4.3281 2.0593
H51 -7.1497 -5.0785 3.2684
H52 -8.6386 -4.3833 3.8122
C16 6.0794 0.7965 -2.6855
O12 4.9308 0.2922 -2.5540
N15 6.3700 1.5338 -3.7123
N16 7.1016 0.6879 -1.9129
H53 5.6477 1.6710 -4.4049
H54 7.2933 1.9431 -3.6970
H55 7.9984 1.0149 -2.2429
H56 6.9343 0.4000 -0.9593
C17 -3.5039 3.4642 0.5235
O13 -2.9252 3.4126 -0.5537
N17 -2.9152 3.1858 1.6439
N18 -4.7577 3.7156 0.6930
H57 -1.9183 3.0246 1.6269
H58 -3.4767 3.3556 2.4660
H59 -5.3082 3.9926 -0.1072
H60 -5.0636 3.9004 1.6376
C18 -2.4765 1.7078 -3.6821
O14 -2.3378 2.8248 -4.0571
N19 -2.1633 0.6476 -4.3556
N20 -3.0353 1.3848 -2.6323
H61 -2.2743 -0.2512 -3.9083
H62 -1.9177 0.8320 -5.3177
H63 -3.0687 0.4190 -2.3385
H64 -3.2108 2.1609 -2.0102
C19 -2.9316 -0.3230 4.7140
C20 -1.5434 -0.9353 4.5646
C21 -1.5243 -2.2767 3.8439
O15 -0.8503 -0.0302 3.6968
H65 -2.9414 0.7128 5.0532
H66 -3.4723 -0.9766 5.3985
H67 -3.3921 -0.3294 3.7261
H68 -1.0821 -1.1204 5.5347
H69 -2.0554 -2.1590 2.8993
H70 -2.0357 -3.0997 4.3431
H71 -0.5204 -2.6474 3.6367
H72 -1.2132 -0.1851 2.8216
C22 0.9966 -6.2786 -0.0063
C23 -0.4074 -5.6769 -0.2810
C24 -0.8352 -4.5196 0.5902
O16 -0.5108 -5.2320 -1.6377
H73 1.7082 -5.4530 -0.0179
H74 1.2784 -7.0101 -0.7636
H75 1.0359 -6.7408 0.9801
H76 -1.2303 -6.3882 -0.2109
H77 -0.9002 -4.8966 1.6109
H78 -1.8200 -4.1370 0.3223
H79 -0.0675 -3.7668 0.7691
H80 -1.1243 -4.4949 -1.5934
C25 3.1049 -1.5789 -5.3328
C26 2.6178 -2.8155 -4.5235
C27 1.5496 -2.4469 -3.4635
O17 2.1213 -3.7616 -5.4074
H81 3.8395 -1.8721 -6.0828
H82 3.5831 -0.8144 -4.7203
H83 2.1858 -1.1865 -5.7680
H84 3.5240 -3.2239 -4.0761
H85 1.2671 -3.3003 -2.8471
H86 0.6851 -1.9945 -3.9495
H87 1.9067 -1.7493 -2.7059
H88 1.6607 -4.4368 -4.9039
C28 2.2145 -2.9588 1.8833
C29 2.5417 -2.4676 0.4988
C30 2.9154 -1.0074 0.3273
O18 3.6418 -3.2930 0.0459
H89 1.3872 -2.3567 2.2590
H90 3.1649 -2.8145 2.3972
H91 1.9658 -4.0163 1.9726
H92 1.6803 -2.6605 -0.1406
H93 2.0972 -0.3005 0.1892
H94 3.4781 -0.8281 -0.5888
H95 3.4732 -0.5919 1.1666
H96 3.8793 -2.9495 -0.8185

Forces on atoms 1 to 2 (eV/Å):
-0.37 0.62 0.49
0.18 2.28 0.18

Net charge = 0


Number 1: E_LUMO 0.19 eV, Kohn-Sham gap 9.91 eV. Number 2: E_LUMO 0.08 eV, Kohn-Sham gap 8.89 eV.